No. 1
{"formula": "C21H27N6O7Re", "method": "ωB97M-V/def2-TZVPD", "symbols": ["Re", "O", "C", "C", "C", "C", "C", "C", "C", "O", "N", "N", "C", "C", "C", "C", "C", "C", "C", "O", "H", "H", "H", "H", "H", "H", "H", "H", "H", "H", "N", "C", "C", "C", "C", "N", "C", "N", "N", "C", "O", "O", "H", "H", "H", "H", "H", "H", "H", "H", "H", "H", "H", "H", "H", "H", "C", "O", "H", "H", "H", "O"], "positions_angstrom": [[-0.3055, 0.1693, 0.1684], [-4.2163, -1.1763, 2.1862], [-3.7776, -2.3800, 2.5993], [-4.6513, -3.1438, 3.3771], [-4.2802, -4.3918, 3.8357], [-3.0253, -4.9088, 3.5269], [-2.1585, -4.1567, 2.7565], [-2.5074, -2.8927, 2.2821], [-1.5449, -2.1229, 1.4531], [-1.8906, -0.9059, 1.1068], [-0.4410, -2.6668, 1.0837], [0.3193, -1.7817, 0.2983], [0.8989, -2.4252, -0.7618], [1.7340, -1.8007, -1.7232], [2.7525, -2.5301, -2.3775], [3.5812, -1.9505, -3.3185], [3.4286, -0.6048, -3.6450], [2.4175, 0.1346, -3.0374], [1.5558, -0.4440, -2.1124], [0.5371, 0.2843, -1.6373], [-3.4819, -0.7614, 1.6746], [-5.6232, -2.7247, 3.6043], [-4.9733, -4.9674, 4.4379], [-2.7306, -5.8877, 3.8826], [-1.1774, -4.5307, 2.4958], [0.7477, -3.4955, -0.8171], [2.8866, -3.5719, -2.1077], [4.3569, -2.5422, -3.7895], [4.0763, -0.1366, -4.3753], [2.2359, 1.1661, -3.3178], [1.8931, 0.6979, 0.4934], [2.0503, 2.1169, 0.1385], [3.3773, 2.7754, 0.4642], [3.7475, 3.1101, 1.8990], [4.0637, 1.8960, 2.7792], [3.5773, 1.9714, 4.1451], [2.2625, 1.6293, 4.4410], [1.2281, 2.0075, 3.7935], [2.1125, 0.8028, 5.5303], [0.7664, 2.8460, 0.5827], [0.8371, 3.8067, 1.3351], [-0.2870, 2.3455, 0.0403], [1.9219, 0.5234, 1.4919], [2.5486, 0.0964, 0.0026], [1.9808, 2.1089, -0.9526], [3.3895, 3.7123, -0.0984], [4.1705, 2.1605, 0.0155], [2.9648, 3.7176, 2.3471], [4.6285, 3.7571, 1.8567], [5.1437, 1.7608, 2.8547], [3.6771, 0.9840, 2.3105], [4.2560, 1.7858, 4.8635], [1.3882, 2.7523, 3.1266], [0.2126, 1.0648, 2.6916], [2.8446, 0.1641, 5.7787], [1.1679, 0.5568, 5.7667], [-1.9995, -0.2267, -2.2625], [-1.8821, 0.2790, -0.9647], [-3.0488, -0.1333, -2.5576], [-1.7153, -1.2867, -2.3154], [-1.3832, 0.3199, -2.9821], [-0.1792, 0.5250, 2.0206]], "lowdin_charge": [1.875, 0.063, -0.266, -0.030, -0.111, -0.115, -0.042, -0.071, -0.425, -0.207, 0.064, -0.202, -0.108, -0.197, -0.067, -0.134, -0.125, -0.042, -0.354, -0.280, 0.085, 0.109, 0.092, 0.088, 0.102, 0.103, 0.101, 0.087, 0.085, 0.110, 0.008, -0.270, -0.149, -0.180, -0.190, 0.022, -0.537, 0.141, 0.132, -0.610, 0.044, -0.119, 0.078, 0.112, 0.133, 0.122, 0.121, 0.094, 0.106, 0.116, 0.105, 0.113, 0.032, -0.051, 0.083, 0.097, -0.206, -0.410, 0.075, 0.076, 0.069, -0.346], "homo_energy_ev": [-2.5, -4.9], "s2": 3.783, "homo_lumo_gap_ev": [4.930, 7.288], "relative_energy_kcal_mol": 53.2, "total_charge": -1, "spin_multiplicity": 4}



No. 2
{"formula": "C5H12O2", "method": "ωB97M-V/def2-TZVPD", "symbols": ["C", "C", "C", "O", "C", "C", "O", "H", "H", "H", "H", "H", "H", "H", "H", "H", "H", "H", "H"], "positions_angstrom": [[2.3596, 0.2049, 1.3259], [0.9380, 0.6440, 0.9876], [0.3773, -0.1711, -0.1834], [0.3390, -1.5312, 0.0281], [-1.2373, 0.2982, -0.2753], [-1.2581, 0.0275, -1.6948], [-1.9239, -0.5345, 0.4765], [2.3842, -0.8631, 1.5611], [3.0429, 0.3834, 0.4872], [2.7403, 0.7583, 2.1903], [0.2731, 0.5038, 1.8500], [0.9150, 1.7109, 0.7288], [0.9669, 0.0308, -1.0874], [-0.5270, -1.6522, 0.4926], [-1.2720, 1.3713, -0.0293], [-1.0934, -1.0022, -2.0030], [-3.0188, -0.4128, -1.5161], [-1.0400, 0.7958, -2.4407], [-3.0087, -0.6401, -0.7080]], "lowdin_charge": [-0.097, -0.204, -0.344, -0.022, -0.570, 0.105, -0.181, 0.076, 0.077, 0.074, 0.125, 0.117, 0.145, 0.103, 0.145, 0.100, 0.113, 0.102, 0.136], "homo_energy_ev": -9.6, "homo_lumo_gap_ev": 8.993, "relative_energy_kcal_mol": 119.2, "total_charge": 0}



No. 3
{"formula": "C9H16N3O6", "method": "ωB97M-V/def2-TZVPD", "symbols": ["C", "C", "C", "O", "C", "N", "N", "C", "O", "O", "C", "C", "C", "O", "H", "H", "H", "H", "H", "H", "H", "H", "H", "H", "H", "H", "H", "H", "C", "N", "O", "O", "H", "H"], "positions_angstrom": [[-4.9900, 0.1464, -0.1498], [-3.9037, -0.8623, 0.1580], [-4.0519, -1.5067, 1.5020], [-2.6359, -0.1032, 0.0562], [-1.5439, -0.8833, -0.0971], [-0.4030, -0.0086, -0.1980], [0.5738, -0.5863, -0.7748], [1.8307, 0.0369, -0.5651], [2.1005, 0.9053, 0.2563], [2.7121, -0.5052, -1.4244], [4.0684, 0.1225, -1.3792], [4.5507, 0.1628, -2.8119], [4.9645, -0.6594, -0.4610], [-1.5326, -2.0947, -0.1285], [-5.9710, -0.3370, -0.1594], [-5.0027, 0.9424, 0.6064], [-4.8292, 0.6040, -1.1314], [-3.8895, -1.6402, -0.6192], [-5.0313, -1.9909, 1.5717], [-3.2783, -2.2672, 1.6454], [-3.9829, -0.7499, 2.2953], [3.9478, 1.1451, -0.9953], [5.4935, 0.7138, -2.8821], [4.7133, -0.8536, -3.1910], [3.8180, 0.6621, -3.4544], [5.9440, -0.1748, -0.3935], [4.5408, -0.7158, 0.5470], [5.1104, -1.6744, -0.8516], [-0.4795, 1.6815, 1.5342], [-0.6115, 2.3033, 2.7566], [-1.7719, 2.4522, 3.2399], [0.4177, 2.7247, 3.3506], [0.5227, 1.5543, 1.1422], [-1.4002, 1.4563, 1.0058]], "lowdin_charge": [-0.050, -0.400, -0.046, -0.002, -0.508, 0.073, 0.125, -0.505, 0.077, 0.006, -0.396, -0.054, -0.048, 0.096, 0.078, 0.092, 0.081, 0.141, 0.083, 0.079, 0.100, 0.138, 0.081, 0.082, 0.084, 0.084, 0.089, 0.085, 0.017, -0.518, -0.114, -0.095, 0.013, 0.029], "homo_energy_ev": -3.0, "homo_lumo_gap_ev": 4.905, "total_charge": -1}



No. 4
{"formula": "C5H13NOS", "method": "ωB97M-V/def2-TZVPD", "symbols": ["C", "C", "O", "N", "H", "H", "H", "H", "H", "C", "C", "C", "S", "H", "H", "H", "H", "H", "H", "H", "H"], "positions_angstrom": [[-1.7398, 0.7682, 1.7287], [-1.1583, -0.6139, 1.8161], [-0.1465, -0.8654, 2.4335], [-1.8520, -1.5737, 1.1443], [-1.0171, 1.4917, 2.0961], [-2.5608, 0.8671, 2.4476], [-1.5737, -2.5380, 1.0765], [-2.7145, -1.4221, 0.6521], [-2.1659, 0.9785, 0.7556], [0.2296, 1.2980, -1.2860], [1.1001, 2.0990, -0.3426], [1.6204, -1.1497, -0.8484], [0.9987, -0.0782, -2.2518], [-0.5421, 0.8000, -0.6993], [-0.3499, 1.7973, -2.0648], [1.3816, 1.4553, 0.4904], [0.4137, 2.7878, 0.1611], [2.7015, -1.1271, -0.8276], [1.2011, -0.7540, 0.0697], [1.2217, -2.1291, -1.0779], [1.9096, 2.5890, -0.8717]], "lowdin_charge": [-0.020, -0.617, 0.040, 0.156, 0.084, 0.089, 0.107, 0.098, 0.070, -0.574, -0.146, -0.362, 0.744, 0.023, 0.059, 0.064, 0.070, 0.024, 0.002, 0.014, 0.072], "homo_energy_ev": -8.4, "smiles": "CC(N)=O.CCSC", "homo_lumo_gap_ev": 9.044, "relative_energy_kcal_mol": 5.6, "total_charge": 0}



No. 5
{"formula": "C9H9NO4", "method": "ωB97M-V/def2-TZVPD", "symbols": ["C", "C", "C", "C", "C", "C", "C", "C", "C", "N", "O", "O", "O", "O", "H", "H", "H", "H", "H", "H", "H", "H", "H"], "positions_angstrom": [[1.6477, -1.8734, -0.6917], [3.0607, 2.4473, 0.6118], [3.1618, 2.4808, -0.7232], [2.1794, 1.3466, 0.9040], [1.7771, 0.9553, -0.3376], [-0.4798, -0.9037, 0.1264], [-3.9960, -0.8093, -0.3421], [-2.7659, -1.4094, 0.3350], [0.6358, -0.9178, -0.9082], [2.3173, -2.7873, -0.4171], [-0.4077, -0.5490, 1.2844], [2.4408, 1.5774, -1.3090], [1.7438, 0.9173, 2.0722], [-1.5808, -1.2062, -0.4981], [3.5236, 3.2083, 1.1388], [3.7718, 3.0729, -1.3871], [-3.9714, -1.1786, -1.3203], [-4.9117, -1.1552, 0.0809], [-4.0392, 0.3456, -0.1874], [-2.9263, -2.4628, 0.3364], [-2.8459, -0.8037, 1.2223], [0.5559, -0.5537, -1.9738], [1.1091, 0.2587, 1.9833]], "lowdin_charge": [-0.239, 0.027, -0.167, -0.299, 0.008, -0.491, -0.072, -0.171, 0.035, 0.170, 0.117, 0.037, 0.112, 0.039, 0.096, 0.135, 0.053, 0.067, 0.123, 0.124, 0.118, 0.149, 0.031], "homo_energy_ev": -8.6, "homo_lumo_gap_ev": 7.729, "relative_energy_kcal_mol": 120.1, "total_charge": 0}